1.
Entry from the OMol25 dataset: a cluster of 2 separate species, C2H3N2OS in total at a distorted geometry (the ωB97M-V functional and the def2-TZVPD basis).

The geometry in ORCA input format:
```
! wB97M-V def2-TZVPD RIJCOSX def2/J DEFGRID3
* xyz -1 1
C -2.41 0.18 -0.12
C 1.75 -0.12 0.01
N -0.42 0.15 0.68
N 0.36 0.04 -0.24
O -2.62 1.30 -0.49
S -3.02 -1.28 0.07
H 2.02 0.86 -0.34
H 2.15 -0.92 -0.59
H 2.19 -0.22 1.02
*
```

Summary:
LUMO level ... 3.72 eV
Energy above the lowest of the compared OMol25 structures with the same formula, charge and spin ... 1.0532 eV
Gap between HOMO and LUMO ... 5.83 eV

2.
Entry from the OMol25 dataset: a cluster of 2 separate species, C2HClFN3S in total at a distorted geometry (the ωB97M-V functional and the def2-TZVPD basis).

The geometry in ORCA input format:
```
! wB97M-V def2-TZVPD RIJCOSX def2/J DEFGRID3
* xyz 0 3
C 0.17 0.81 -3.96
C -0.55 0.79 -0.73
N -2.50 1.26 -2.06
N -0.72 -0.15 0.11
N -1.60 1.21 -1.39
F 0.61 1.54 -0.91
S 0.62 -0.68 -3.80
Cl 0.64 2.34 -4.07
H 0.08 -0.47 0.76
*
```

Summary:
Expectation value of S² ... 2.02
LUMO level (spin up / spin down) ... -0.57 / -0.58 eV
Gap between HOMO and LUMO (spin up / spin down) ... 7.25 / 9.95 eV